Entry 1:
DFT (ωB97M-V/def2-TZVPD) results for an isolated molecule of C5H11NO.

```
18
Properties=species:S:1:pos:R:3
C 1.553 0.663 0.943
O 1.975 0.631 2.368
C 0.218 0.123 0.566
C -0.067 0.662 -0.914
C -1.464 0.386 -1.514
C -2.260 -0.658 -1.433
N -0.020 -1.333 0.766
H 1.609 1.677 0.673
H 2.434 0.049 0.577
H 2.450 -0.207 2.295
H -0.542 0.483 1.352
H 0.613 0.272 -1.529
H 0.103 1.784 -0.965
H -1.660 1.165 -2.338
H -3.334 -0.650 -1.678
H -1.827 -1.637 -1.341
H -0.558 -1.432 1.587
H 0.778 -1.980 0.588
```

Results
Energy above the lowest of the compared OMol25 structures with the same formula, charge and spin ... 3.730 eV
SMILES string ... C=CC[C@@H](N)CO
HOMO level ... -8.83 eV

Atom charges from the Löwdin analysis, given in e for atoms 1 to 2: -0.226, -0.092



Entry 2:
DFT (ωB97M-V/def2-TZVPD) results for a cluster of 8 separate species, C33H65O27P3 in total.

```
128
Properties=species:S:1:pos:R:3
C -2.121 4.920 -2.305
C -3.466 5.320 -2.739
O -4.303 4.150 -2.929
P -5.066 3.757 -4.309
O -4.731 4.534 -5.539
O -6.604 3.840 -3.827
C -7.186 5.121 -3.572
C -7.520 5.243 -2.124
O -4.831 2.141 -4.386
C -5.221 1.450 -5.582
C -5.507 -0.065 -5.382
H -1.663 4.175 -2.957
H -1.539 5.841 -2.273
H -2.106 4.515 -1.293
H -3.893 5.962 -1.968
H -3.448 5.850 -3.691
H -6.610 5.988 -3.895
H -8.109 5.299 -4.124
H -6.645 5.205 -1.474
H -8.079 6.168 -1.979
H -8.209 4.430 -1.897
H -6.061 1.977 -6.034
H -4.392 1.585 -6.277
H -4.629 -0.553 -4.959
H -6.354 -0.196 -4.709
H -5.830 -0.481 -6.336
C 3.423 -7.241 -0.324
C 4.812 -7.287 0.439
O 5.717 -8.300 0.070
P 6.172 -8.557 -1.493
O 5.435 -9.565 -2.279
O 6.071 -7.098 -2.146
C 6.665 -6.717 -3.420
C 5.787 -6.979 -4.628
O 7.769 -8.918 -1.450
C 8.204 -9.858 -0.517
C 8.733 -9.201 0.733
H 3.569 -7.143 -1.400
H 2.864 -8.138 -0.057
H 2.870 -6.382 0.057
H 5.220 -6.276 0.448
H 4.626 -7.513 1.489
H 6.817 -5.640 -3.361
H 7.691 -7.077 -3.488
H 4.775 -6.577 -4.582
H 6.337 -6.850 -5.560
H 5.543 -8.040 -4.675
H 7.405 -10.543 -0.236
H 8.920 -10.571 -0.927
H 9.005 -9.989 1.436
H 9.448 -8.390 0.594
H 7.805 -8.730 1.057
C 5.575 2.540 -1.384
C 6.434 3.716 -1.752
O 5.595 4.485 -2.516
P 6.271 5.700 -3.404
O 7.105 5.192 -4.524
O 4.950 6.485 -3.963
C 5.015 7.527 -4.929
C 4.472 8.714 -4.242
O 6.935 6.786 -2.351
C 6.160 7.300 -1.369
C 6.990 8.491 -0.980
H 4.649 2.655 -0.821
H 5.316 1.942 -2.257
H 6.197 1.895 -0.764
H 6.735 4.281 -0.870
H 7.338 3.226 -2.113
H 6.066 7.564 -5.216
H 4.391 7.339 -5.803
H 4.196 9.599 -4.816
H 3.493 8.338 -3.944
H 5.009 8.964 -3.328
H 5.150 7.637 -1.603
H 6.145 6.603 -0.532
H 6.395 8.975 -0.207
H 8.018 8.349 -0.644
H 6.976 9.225 -1.786
C -10.060 1.072 5.767
C -9.448 0.996 4.392
O -9.161 2.332 4.122
C -9.878 3.097 4.950
O -9.980 4.357 4.841
O -10.523 2.423 5.852
H -9.387 0.618 6.494
H -10.917 0.398 5.757
H -10.175 0.591 3.688
H -8.636 0.273 4.473
C -7.470 -5.612 8.278
C -8.909 -5.503 8.725
O -8.886 -4.329 9.616
C -7.636 -4.067 9.888
O -7.283 -3.127 10.599
O -6.838 -4.942 9.369
H -7.342 -5.280 7.248
H -7.154 -6.654 8.326
H -9.148 -6.454 9.202
H -9.518 -5.342 7.836
C -0.081 -1.339 11.863
C -0.603 -0.048 12.452
O 0.600 0.686 12.731
C 1.679 0.058 12.199
O 2.870 0.432 12.321
O 1.225 -1.124 11.552
H -0.549 -1.586 10.910
H -0.264 -2.126 12.594
H -1.347 -0.104 13.246
H -1.160 0.488 11.683
C 3.313 0.494 -7.728
C 2.040 0.574 -8.550
O 1.275 -0.349 -7.837
C 1.783 -0.564 -6.607
O 1.328 -1.406 -5.728
O 2.957 0.085 -6.494
H 3.644 1.526 -7.616
H 4.028 -0.196 -8.176
H 2.291 0.260 -9.563
H 1.587 1.564 -8.612
C -3.438 -1.468 0.558
C -2.008 -0.998 0.840
O -1.736 -1.227 2.248
C -2.820 -1.902 2.723
O -2.960 -2.271 3.819
O -3.663 -2.240 1.681
H -3.383 -2.068 -0.350
H -4.049 -0.584 0.375
H -2.080 0.069 0.630
H -1.269 -1.604 0.313
```

Results
Energy above the lowest of the compared OMol25 structures with the same formula, charge and spin ... 7.570 eV
SMILES string ... CCOP(=O)(OCC)OCC.CCOP(=O)(OCC)OCC.CCOP(=O)(OCC)OCC.O=C1OCCO1.O=C1OCCO1.O=C1OCCO1.O=C1OCCO1.O=C1OCCO1
HOMO level ... -10.21 eV

Atom charges from the Löwdin analysis, given in e for atoms 1 to 2: -0.087, -0.277



Entry 3:
DFT (ωB97M-V/def2-TZVPD) results for an isolated molecule of C4H5N3O3.

```
15
Properties=species:S:1:pos:R:3
C 1.267 -0.515 -0.138
C -0.273 -0.760 -0.158
C -1.252 0.164 -0.209
C -0.952 1.681 -0.365
H 1.930 -2.505 0.334
H 2.977 -1.217 0.337
H -0.556 1.634 -1.350
H -1.981 2.176 -0.280
H 0.810 2.149 0.913
N 1.994 -1.546 0.323
N -0.872 -2.000 0.045
N -2.384 -0.345 -0.045
O 1.864 0.540 -0.396
O -2.257 -1.651 0.231
O -0.316 2.196 0.758
```

Results
Energy above the lowest of the compared OMol25 structures with the same formula, charge and spin ... 5.062 eV
SMILES string ... NC(=O)c1nonc1CO
HOMO level ... -10.59 eV

Atom charges from the Löwdin analysis, given in e for atoms 1 to 2: -0.430, -0.112



Computed gap between HOMO and LUMO (eV) in order:
9.71; 10.24; 10.14
Computed LUMO (Eh) in order:
0.0325; 0.0013; -0.0164